Record 1
Below is C31H34MgN3O5PS as an isolated structure, with properties calculated with ωB97M-V/def2-TZVPD.

For the LUMO energy, the calculation gives -0.00378 Eh. The gap between HOMO and LUMO is 7.02 eV. The calculation puts the total energy at -72973.650 eV. The total charge is 0.

Structure (XYZ):
```
76
Properties=species:S:1:pos:R:3:lowdin_charge:R:1
Mg -0.528 -1.825 0.965 0.52
C -3.731 -4.414 2.257 0.00
C -2.753 -3.499 1.556 -0.24
N -1.532 -3.389 1.927 -0.04
O -1.204 -4.048 3.080 -0.01
C -3.192 -2.768 0.353 -0.27
C -4.540 -2.962 -0.242 -0.05
N -2.307 -1.910 -0.143 -0.13
O -2.609 -1.197 -1.199 -0.22
H -3.548 -4.543 3.317 0.08
H -3.697 -5.448 1.851 0.11
H -4.741 -4.068 2.082 0.06
H -0.251 -4.110 3.059 0.09
H -4.661 -2.284 -1.095 0.07
H -5.406 -2.786 0.416 0.08
H -4.613 -3.981 -0.639 0.09
O 1.335 -2.649 1.792 -0.36
S 1.729 -3.323 0.541 0.51
O 2.155 -4.706 0.687 -0.30
O 0.592 -3.069 -0.396 -0.38
C 3.144 -2.402 -0.044 -0.26
C 4.300 -3.129 0.041 -0.05
C 5.502 -2.481 -0.287 -0.05
C 5.481 -1.111 -0.540 -0.08
C 4.301 -0.401 -0.578 -0.11
C 3.103 -1.042 -0.413 -0.30
P 1.505 -0.108 -0.704 1.16
C 2.027 1.647 -0.356 -0.35
C 2.034 2.093 0.984 -0.09
C 2.328 3.423 1.273 -0.09
C 2.637 4.306 0.253 -0.11
C 2.612 3.896 -1.059 -0.10
C 2.279 2.596 -1.359 -0.11
C 1.240 0.091 -2.562 -0.33
C -0.065 0.147 -3.018 -0.09
C -0.324 0.531 -4.353 -0.08
C 0.727 0.911 -5.175 -0.09
C 2.061 0.836 -4.727 -0.08
C 2.303 0.369 -3.451 -0.11
H 4.230 -4.165 0.344 0.11
H 6.455 -2.980 -0.237 0.10
H 6.416 -0.612 -0.801 0.11
H 4.300 0.675 -0.798 0.11
H 1.756 1.381 1.773 0.11
H 2.320 3.809 2.293 0.11
H 2.891 5.348 0.486 0.11
H 2.938 4.580 -1.862 0.12
H 2.164 2.403 -2.391 0.08
H -0.887 -0.160 -2.378 0.07
H -1.324 0.481 -4.778 0.10
H 0.500 1.302 -6.172 0.10
H 2.859 1.147 -5.363 0.10
H 3.312 0.287 -3.144 0.09
C -3.094 2.685 -1.452 0.01
N -2.434 2.633 -0.126 -0.19
C -1.161 3.399 -0.132 0.01
C -2.234 1.224 0.436 -0.09
C -1.588 1.143 1.799 -0.28
C -1.919 2.053 2.807 -0.09
C -1.540 1.842 4.091 -0.12
C -0.905 0.661 4.434 -0.09
C -0.599 -0.262 3.430 -0.12
C -0.905 -0.040 2.087 -0.13
H -3.124 3.716 -1.754 0.10
H -4.085 2.244 -1.358 0.11
H -2.496 2.090 -2.138 0.10
H -3.080 3.107 0.537 0.17
H -0.591 3.103 -1.031 0.11
H -0.595 3.154 0.754 0.08
H -1.418 4.465 -0.173 0.11
H -1.638 0.637 -0.271 0.09
H -3.223 0.730 0.435 0.14
H -2.499 2.941 2.489 0.11
H -1.788 2.523 4.908 0.10
H -0.590 0.465 5.457 0.10
H -0.120 -1.204 3.706 0.09
```

Record 2
Below is C7H9N in the gas phase, with properties calculated with ωB97M-V/def2-TZVPD.

For the LUMO energy, the calculation gives 0.01068 Eh. The gap between HOMO and LUMO is 7.60 eV. The calculation puts the total energy at -8888.105 eV. The total charge is 0.

Structure (XYZ):
```
17
Properties=species:S:1:pos:R:3:nbo_charge:R:1
C -1.718 -1.060 0.244 -0.24
C -1.138 -0.534 -0.875 -0.22
C -1.623 -0.272 1.506 -0.14
C -0.229 0.516 -1.348 -0.19
C 1.157 0.572 -1.447 -0.20
C 0.445 1.102 1.425 0.03
C 1.812 -0.190 -0.144 -0.69
N -0.585 0.541 1.526 -0.27
H -2.506 -1.745 0.001 0.23
H -1.483 -0.772 -1.938 0.23
H -2.436 -0.151 2.218 0.22
H -0.865 1.300 -1.978 0.21
H 1.781 1.302 -1.787 0.21
H 1.204 0.775 2.072 0.18
H 1.175 -0.978 0.321 0.22
H 2.717 -0.790 -0.527 0.21
H 2.291 0.383 0.732 0.22
```

Record 3
Below is C12H12BN8O3RuS2 as an isolated structure, with properties calculated with ωB97M-V/def2-TZVPD.

For the LUMO energy (spin up / spin down), the calculation gives -0.33906 / -0.41541 Eh. The gap between HOMO and LUMO (spin up / spin down) is 5.81 / 3.73 eV. Its expectation value of S² is 8.7781. The multiplicity is 6. The calculation puts the total energy at -55611.500 eV. The total charge is +2.

Structure (XYZ):
```
39
Properties=species:S:1:pos:R:3:lowdin_spin:R:1
Ru 1.917 -0.532 -1.388 2.84
C -1.201 2.615 -2.088 0.02
C -0.035 1.958 -2.471 0.03
N 0.256 1.023 -1.564 0.22
N -0.691 1.049 -0.601 0.01
C -1.579 2.009 -0.900 0.04
B -0.651 0.021 0.545 0.00
N 0.735 0.112 1.260 0.01
C 1.048 0.344 2.539 0.10
C 2.431 0.222 2.707 0.05
C 2.920 -0.105 1.462 0.03
N 1.880 -0.165 0.597 0.15
N -0.663 -1.387 -0.139 0.00
C -1.491 -2.434 -0.082 0.06
C -1.059 -3.427 -0.957 0.02
C 0.077 -2.915 -1.539 0.03
N 0.307 -1.675 -1.045 0.07
N -1.739 0.323 1.535 0.00
C -2.894 -0.268 1.961 0.00
C -3.488 0.571 2.860 0.00
C -2.625 1.694 2.916 0.00
N -1.582 1.532 2.132 0.00
H -1.694 3.421 -2.603 0.00
H 0.590 2.111 -3.335 0.00
H -2.421 2.226 -0.263 0.00
H 0.292 0.604 3.261 0.00
H 2.988 0.344 3.620 0.00
H 3.935 -0.281 1.141 0.00
H -2.350 -2.457 0.563 0.00
H -1.521 -4.382 -1.139 0.00
H 0.724 -3.366 -2.271 0.00
H -3.249 -1.224 1.620 0.00
H -4.434 0.443 3.358 0.00
H -2.741 2.592 3.500 0.00
O 3.842 0.159 -1.592 0.08
S 3.766 0.100 -3.093 0.02
O 4.923 0.363 -3.832 0.01
O 2.463 0.670 -3.456 0.24
S 3.018 -1.886 -3.218 0.94
```

Record 4
Below is C19H28LaN4S2 as an isolated structure, with properties calculated with ωB97M-V/def2-TZVPD.

For the LUMO energy, the calculation gives -0.41748 Eh. The gap between HOMO and LUMO is 5.80 eV. The calculation puts the total energy at -48620.740 eV. The total charge is +3.

Structure (XYZ):
```
54
Properties=species:S:1:pos:R:3:lowdin_charge:R:1
La -1.175 -0.441 0.161 1.80
S 1.656 -0.715 0.970 0.78
S -1.142 0.801 -2.473 0.74
C 3.195 -0.099 0.257 -0.31
C 1.702 -2.460 0.404 -0.41
C 1.511 -2.585 -1.109 -0.24
N 0.163 -2.127 -1.557 -0.17
C 0.218 -1.643 -2.973 -0.24
C -0.968 -0.775 -3.370 -0.44
H 0.933 -3.012 0.968 0.08
H 2.699 -2.814 0.687 0.11
H 1.647 -3.639 -1.388 0.15
H 2.285 -2.001 -1.618 0.12
H 0.220 -2.512 -3.649 0.15
H 1.157 -1.089 -3.126 0.12
H -1.930 -1.288 -3.216 0.09
H -0.880 -0.489 -4.424 0.11
C 0.438 1.616 -2.922 -0.29
H -0.435 -2.958 -1.570 0.12
H 1.330 1.067 -2.604 0.04
H 0.425 2.583 -2.421 0.04
H 0.445 1.755 -4.010 0.08
H 3.410 0.832 0.793 0.06
H 3.118 0.111 -0.811 0.04
H 3.975 -0.836 0.462 0.07
C -2.872 -2.261 0.240 -0.17
C -3.406 -1.209 0.977 -0.13
H -2.432 -3.153 0.713 0.10
H -3.045 -2.363 -0.845 0.10
H -3.445 -1.212 2.074 0.10
H -3.997 -0.399 0.518 0.11
C -0.337 5.731 0.327 0.00
C 0.370 5.237 1.439 -0.01
C 0.286 3.883 1.766 0.00
C -0.552 3.030 1.027 -0.27
C -1.223 3.515 -0.135 -0.04
C -1.112 4.866 -0.470 -0.04
N -0.766 1.722 1.520 -0.05
N -0.362 1.597 2.784 0.11
C -0.555 0.364 3.375 -0.31
C -0.477 0.219 4.782 0.06
C -0.770 -1.006 5.351 0.02
C -0.991 -2.122 4.525 0.01
C -0.948 -1.951 3.149 -0.13
N -0.853 -0.723 2.583 -0.15
H -0.260 6.792 0.072 0.13
H 0.989 5.885 2.065 0.13
H 0.784 3.449 2.639 0.12
H -1.865 2.826 -0.699 0.07
H -1.651 5.260 -1.336 0.13
H -0.232 1.124 5.352 0.15
H -0.817 -1.113 6.435 0.15
H -1.183 -3.102 4.951 0.14
H -1.037 -2.781 2.447 0.10
```

Record 5
Below is a 2-piece molecular cluster, C5H9NO overall, with properties calculated with ωB97M-V/def2-TZVPD.

For the LUMO energy, the calculation gives 0.01177 Eh. The gap between HOMO and LUMO is 8.48 eV. The calculation puts the total energy at -8864.964 eV. The total charge is 0.

Structure (XYZ):
```
16
Properties=species:S:1:pos:R:3:nbo_charge:R:1
C 1.136 -1.097 -0.193 0.33
C -0.081 1.330 0.136 0.55
C 0.742 1.847 -0.905 -0.76
C -1.215 -1.576 0.640 -0.63
C -0.269 -0.978 -0.313 -0.38
N -0.645 1.674 1.169 -0.62
O 2.011 -0.713 -1.027 -0.65
H 1.483 -1.551 0.752 0.11
H 1.474 1.224 -1.324 0.31
H 1.311 2.620 -0.476 0.25
H 0.152 2.287 -1.672 0.26
H -0.940 -2.547 1.072 0.22
H -1.512 -0.939 1.577 0.18
H -2.053 -1.792 0.157 0.22
H -0.432 -0.912 -1.386 0.23
H -1.161 1.124 1.794 0.39
```

Record 6
Below is C18H36N5O2P3Pd as an isolated structure, with properties calculated with ωB97M-V/def2-TZVPD.

For the LUMO energy (spin up / spin down), the calculation gives -0.41626 / -0.52806 Eh. The gap between HOMO and LUMO (spin up / spin down) is 6.86 / 5.30 eV. Its expectation value of S² is 6.0118. The multiplicity is 5. The calculation puts the total energy at -62092.322 eV. The total charge is +4.

Structure (XYZ):
```
65
Properties=species:S:1:pos:R:3:lowdin_spin:R:1
P 3.312 -0.338 0.806 0.13
C 3.884 -0.647 2.476 0.05
H 4.813 -0.070 2.634 0.00
H 4.107 -1.722 2.600 0.01
H 3.138 -0.343 3.231 0.00
C 2.734 -1.833 -0.022 0.02
H 2.342 -1.574 -1.031 0.00
H 1.945 -2.312 0.589 0.00
H 3.581 -2.544 -0.127 0.00
C 4.574 0.493 -0.163 0.01
H 5.367 -0.237 -0.398 0.00
H 5.000 1.319 0.432 0.00
H 4.150 0.892 -1.102 0.00
P -1.289 3.867 -0.560 0.59
C -1.378 4.418 1.174 0.08
H -1.830 5.411 1.279 0.02
H -0.363 4.404 1.591 0.00
H -1.966 3.664 1.713 0.00
C -0.285 5.214 -1.292 0.09
H -0.299 5.101 -2.387 0.00
H 0.753 5.072 -0.955 0.00
H -0.650 6.210 -1.000 0.02
C -2.962 4.313 -1.151 0.09
H -3.286 5.285 -0.744 0.02
H -3.644 3.510 -0.819 0.00
H -2.971 4.327 -2.253 0.00
P -2.435 -2.149 0.784 0.12
C -3.033 -2.594 2.411 0.04
H -3.572 -3.554 2.352 0.01
H -3.713 -1.805 2.768 0.00
H -2.190 -2.701 3.112 0.00
C -3.793 -1.999 -0.386 0.00
H -4.335 -2.955 -0.444 0.00
H -3.401 -1.740 -1.382 0.00
H -4.494 -1.215 -0.054 0.00
C -1.204 -3.318 0.183 0.02
H -1.608 -4.342 0.288 0.00
H -0.279 -3.243 0.782 0.00
H -0.981 -3.124 -0.880 0.00
Pd -0.205 0.820 -2.618 0.69
C 1.876 0.800 0.712 0.48
O 1.034 1.611 0.746 0.32
C -1.720 -0.458 0.810 0.48
O -1.396 0.668 0.855 0.32
C -1.495 0.489 -4.211 0.08
C -0.994 -0.733 -3.754 0.06
C 0.387 -0.915 -3.624 0.02
C 1.260 0.137 -3.914 0.08
C 0.766 1.355 -4.391 0.06
C -0.616 1.536 -4.513 0.02
H -2.568 0.671 -4.262 0.01
H -1.683 -1.514 -3.438 0.01
H 0.784 -1.841 -3.208 0.00
H 2.330 0.017 -3.743 0.01
H 1.453 2.186 -4.581 0.01
H -1.004 2.507 -4.811 0.00
N 0.864 -4.444 3.769 0.00
N 1.088 -3.085 3.616 0.00
N 0.921 -2.307 4.709 0.00
C 0.694 -1.117 4.140 0.00
N 0.646 -1.162 2.793 0.00
N 0.822 -2.452 2.453 0.00
H 1.252 -4.953 2.984 0.00
H 1.227 -4.726 4.674 0.00
H 0.538 -0.231 4.751 0.00
```